# 1
46
Properties=species:S:1:pos:R:3 method="wB97M-V/def2-TZVPD" homo_lumo_gap_ev="8.9 / 5.6" multiplicity=3 energy_ev=-32759.4946 lumo_ev="-5.56 / -8.83" charge=+2 s2=2.03 homo_energy_ha="-0.532 / -0.532"
Au 0.12 0.69 -0.15
N -0.61 -2.42 -0.03
C -0.22 -2.52 -1.31
C -1.15 -2.96 -2.30
C -0.70 -3.25 -3.54
C 0.69 -3.10 -3.85
C 1.58 -2.63 -2.91
C 1.16 -2.25 -1.64
C 2.09 -1.62 -0.70
C 3.38 -2.18 -0.61
C 4.37 -1.59 0.15
C 4.10 -0.40 0.82
C 2.83 0.16 0.74
C 1.81 -0.43 0.00
H -1.54 -2.73 0.21
H 0.08 -2.49 0.70
H -2.18 -3.13 -2.02
H -1.37 -3.63 -4.30
H 1.03 -3.34 -4.85
H 2.61 -2.47 -3.19
H 3.59 -3.11 -1.12
H 5.35 -2.05 0.22
H 4.87 0.09 1.39
H 2.65 1.09 1.27
N -1.80 2.74 1.61
C -1.19 1.81 2.44
C -1.45 1.92 3.81
C -0.87 1.03 4.68
C -0.03 0.04 4.19
C 0.20 -0.01 2.84
N -0.37 0.86 1.97
C -2.02 2.85 0.25
C -2.87 3.88 -0.18
C -3.12 4.02 -1.52
C -2.55 3.13 -2.43
C -1.74 2.15 -1.94
N -1.46 2.01 -0.61
H -2.30 3.44 2.14
H -2.12 2.69 4.17
H -1.08 1.11 5.74
H 0.45 -0.68 4.84
H 0.87 -0.73 2.40
H -3.31 4.55 0.55
H -3.77 4.82 -1.86
H -2.73 3.21 -3.49
H -1.26 1.43 -2.60

---

# 2
50
Properties=species:S:1:pos:R:3 method="wB97M-V/def2-TZVPD" homo_lumo_gap_ev="6.7 / 6.7" multiplicity=1 energy_ev=-115442.6448 lumo_ev="-1.42 / -1.42" charge=0 relative_energy_kj_mol=26.49 homo_energy_ha="-0.298 / -0.298"
Rh -1.01 -0.13 0.42
C -0.24 -2.39 -3.58
C 0.36 -1.02 -3.50
N 0.80 -0.43 -4.57
C 1.33 0.81 -4.48
C 1.44 1.51 -3.31
C 2.04 2.89 -3.31
O 1.16 3.88 -2.79
C 0.93 0.91 -2.12
C 1.01 1.65 -0.89
N 0.35 1.42 0.21
C 0.54 2.33 1.30
C 0.88 3.67 1.08
C 1.05 4.52 2.16
C 0.88 4.06 3.46
C 0.49 2.75 3.68
C 0.32 1.90 2.60
I -0.35 -0.04 2.86
C 0.41 -0.40 -2.19
O 0.01 -1.08 -1.17
H -0.18 -2.74 -4.61
H -1.28 -2.37 -3.25
H 0.28 -3.08 -2.92
H 1.68 1.24 -5.41
H 2.37 3.14 -4.32
H 2.93 2.94 -2.66
H 0.41 3.95 -3.39
H 1.68 2.50 -0.90
H 0.97 4.05 0.07
H 1.31 5.55 1.98
H 1.01 4.73 4.29
H 0.31 2.39 4.69
Br -3.79 -4.69 2.18
C -1.93 -4.35 2.21
C -1.18 -4.95 3.20
C 0.18 -4.71 3.28
C 0.78 -3.86 2.36
C 0.02 -3.25 1.38
C -1.36 -3.48 1.29
C -2.20 -2.81 0.21
O -2.72 -3.47 -0.66
O -2.40 -1.53 0.38
H -1.66 -5.61 3.91
H 0.77 -5.18 4.05
H 1.85 -3.67 2.39
H 0.49 -2.61 0.64
C -2.48 1.11 0.90
H -3.23 0.59 1.49
H -2.89 1.37 -0.07
H -2.12 2.00 1.43